one.
Molecular formula: C5H8O3
Method: DFT, ωB97M-V with the def2-TZVPD basis set

Structure (SMILES): C1OC[C@H]2O[C@@H]2CO1
Highest occupied orbital energy: -9.77 eV

Bonds (Å) are listed after each position.
CARTESIAN COORDINATES (ANGSTROEM)
1 O -0.68 -1.20 -0.65  C4 1.458, C6 1.410
2 O -1.10 1.09 0.45  C4 1.533, C15 1.405
3 H 0.20 -2.04 0.93  C6 1.034
4 C -1.56 -0.33 0.12  O1 1.458, O2 1.533, H7 1.246, H10 1.168
5 O 2.30 0.25 0.05  C13 1.398, C16 1.443
6 C 0.48 -1.61 0.03  O1 1.410, H3 1.034, H9 1.025, C13 1.516
7 H -2.62 -0.33 -0.54  C4 1.246
8 H 0.89 0.02 1.65  C13 1.178
9 H 0.93 -2.30 -0.58  C6 1.025
10 H -1.78 -0.65 1.23  C4 1.168
11 H 0.26 2.51 0.31  C15 1.012
12 H 0.84 0.18 -1.51  C16 1.112
13 C 1.15 -0.37 0.57  O5 1.398, C6 1.516, H8 1.178, C16 1.500
14 H -0.26 2.37 -1.28  C15 1.198
15 C -0.09 1.75 -0.27  O2 1.405, H11 1.012, H14 1.198, C16 1.590
16 C 1.04 0.65 -0.52  O5 1.443, H12 1.112, C13 1.500, C15 1.590

***

two.
Molecular formula: C5H8O3
Method: DFT, ωB97M-V with the def2-TZVPD basis set

Structure (SMILES): C=C(C=O)[C@@H](O)OC
Highest occupied orbital energy: -9.89 eV

Bonds (Å) are listed after each position.
CARTESIAN COORDINATES (ANGSTROEM)
1 H 2.53 -0.84 1.37  C15 1.080
2 O -1.24 0.75 0.75  C7 1.408, C12 1.413
3 O 0.44 -0.99 -1.91  C16 1.217
4 H -2.86 -0.42 0.88  C12 1.089
5 H 1.66 0.62 2.08  C15 1.077
6 O -0.31 1.47 -1.27  C7 1.370, H14 1.005
7 C -0.08 1.12 0.04  O2 1.408, O6 1.370, C8 1.572, H11 1.097
8 C 1.01 0.00 0.17  C7 1.572, C15 1.332, C16 1.460
9 H -2.40 -0.01 -0.79  C12 1.094
10 H 1.87 -1.77 -0.73  C16 1.102
11 H 0.29 2.01 0.56  C7 1.097
12 C -2.02 -0.28 0.20  O2 1.413, H4 1.089, H9 1.094, H13 1.094
13 H -1.46 -1.22 0.12  C12 1.094
14 H -0.32 0.63 -1.83  O6 1.005
15 C 1.78 -0.07 1.26  H1 1.080, H5 1.077, C8 1.332
16 C 1.11 -0.99 -0.90  O3 1.217, C8 1.460, H10 1.102

***

three.
Molecular formula: C5H8O3
Method: DFT, ωB97M-V with the def2-TZVPD basis set

Structure (SMILES): C=C(C)O[C@@H](O)C=O
Highest occupied orbital energy: -9.41 eV

Bonds (Å) are listed after each position.
CARTESIAN COORDINATES (ANGSTROEM)
1 H 0.39 2.69 -1.74  C16 1.082
2 H 1.94 -0.70 -0.19  C13 1.093
3 H 1.32 -0.29 2.50  O11 0.993
4 O -0.47 -1.06 2.04  C5 1.251
5 C 0.04 -1.25 0.92  O4 1.251, H12 1.108, C13 1.564
6 H -1.20 1.82 -2.14  C16 1.075
7 C -0.05 1.04 -0.58  O8 1.285, C15 1.853, C16 1.316
8 O 0.83 1.01 0.35  C7 1.285, C13 1.535
9 H -1.31 -0.52 -1.62  C15 1.087
10 H -1.62 -1.42 -0.35  C15 1.093
11 O 2.03 -0.36 1.81  H3 0.993, C13 1.342
12 H 0.14 -2.27 0.49  C5 1.108
13 C 1.33 -0.41 0.67  H2 1.093, C5 1.564, O8 1.535, O11 1.342
14 H -1.88 0.25 -0.09  C15 1.098
15 C -1.16 -0.44 -0.55  C7 1.853, H9 1.087, H10 1.093, H14 1.098
16 C -0.32 1.91 -1.53  H1 1.082, H6 1.075, C7 1.316

***

The structure with the greatest stability is two.